{"formula": "C37H47BN12O6S5SeSr", "method": "ωB97M-V with the def2-TZVPD basis set", "symbols": ["Sr", "C", "C", "C", "C", "N", "C", "C", "N", "B", "N", "C", "C", "N", "C", "S", "C", "C", "C", "C", "N", "C", "C", "N", "C", "S", "C", "C", "C", "C", "C", "S", "H", "H", "H", "H", "H", "H", "H", "H", "H", "H", "H", "H", "H", "H", "H", "H", "H", "H", "H", "H", "H", "H", "H", "H", "H", "H", "H", "H", "H", "H", "H", "H", "H", "H", "N", "C", "C", "C", "C", "C", "C", "S", "O", "O", "N", "C", "N", "C", "C", "C", "N", "H", "H", "H", "H", "H", "H", "H", "H", "H", "Se", "N", "C", "C", "C", "C", "C", "C", "N", "H", "H", "H", "H", "O", "S", "O", "O", "O"], "xyz": [[-0.467, 0.985, -0.329], [1.155, -2.520, -4.300], [2.457, -3.040, -3.702], [3.557, -2.000, -3.948], [2.801, -4.374, -4.392], [2.379, -3.278, -2.262], [3.455, -3.810, -1.583], [3.147, -3.823, -0.273], [1.897, -3.295, -0.116], [1.318, -3.086, 1.290], [2.072, -1.961, 2.020], [2.196, -1.961, 3.381], [2.899, -0.869, 3.746], [3.215, -0.180, 2.602], [2.657, -0.842, 1.553], [2.752, -0.399, -0.085], [4.116, 0.972, 2.524], [3.488, 2.103, 1.717], [4.414, 1.499, 3.930], [5.405, 0.482, 1.853], [-0.212, -2.876, 1.295], [-1.025, -3.903, 0.908], [-2.298, -3.554, 1.179], [-2.285, -2.294, 1.728], [-0.991, -1.880, 1.759], [-0.377, -0.418, 2.402], [-3.485, -1.732, 2.361], [-3.407, -0.229, 2.602], [-3.602, -2.455, 3.715], [-4.720, -1.969, 1.484], [1.430, -2.932, -1.337], [-0.093, -2.260, -1.587], [1.263, -2.432, -5.381], [0.926, -1.537, -3.897], [0.326, -3.182, -4.070], [3.584, -1.731, -5.001], [4.535, -2.378, -3.655], [3.339, -1.111, -3.359], [2.792, -4.236, -5.471], [2.061, -5.128, -4.132], [3.784, -4.744, -4.107], [4.339, -4.149, -2.079], [3.719, -4.163, 0.564], [1.536, -4.094, 1.909], [1.760, -2.734, 3.979], [3.183, -0.548, 4.725], [2.496, 2.350, 2.095], [3.382, 1.824, 0.673], [4.113, 2.988, 1.786], [3.490, 1.818, 4.402], [5.066, 2.363, 3.843], [4.918, 0.760, 4.550], [5.147, 0.093, 0.871], [5.871, -0.307, 2.439], [6.103, 1.307, 1.747], [-0.626, -4.781, 0.444], [-3.198, -4.107, 1.017], [-2.639, 0.025, 3.324], [-4.376, 0.121, 2.952], [-3.200, 0.281, 1.668], [-2.708, -2.247, 4.299], [-3.698, -3.531, 3.585], [-4.467, -2.088, 4.260], [-4.645, -1.329, 0.602], [-5.610, -1.675, 2.040], [-4.850, -3.004, 1.178], [-4.416, 2.749, 5.802], [-3.510, 2.894, 4.736], [-3.811, 3.721, 3.657], [-2.869, 3.955, 2.670], [-1.632, 3.352, 2.749], [-1.332, 2.501, 3.797], [-2.266, 2.274, 4.790], [-0.259, 3.863, 1.707], [-0.342, 5.307, 1.579], [0.898, 3.446, 2.492], [-0.123, 3.090, 0.316], [-1.023, 3.400, -0.600], [-1.957, 4.332, -0.305], [-2.724, 4.745, -1.277], [-2.581, 4.318, -2.587], [-1.630, 3.332, -2.768], [-0.844, 2.879, -1.820], [-5.381, 2.867, 5.525], [-4.273, 1.893, 6.320], [-4.783, 4.196, 3.611], [-3.064, 4.603, 1.832], [-0.355, 2.043, 3.826], [-2.025, 1.625, 5.622], [-3.489, 5.471, -0.993], [-3.206, 4.657, -3.398], [-1.487, 2.904, -3.760], [-1.125, 0.481, -2.993], [0.457, 0.962, -3.548], [0.442, 1.024, -4.895], [1.496, 1.428, -5.717], [1.337, 1.389, -7.084], [0.137, 0.960, -7.653], [-0.926, 0.570, -6.866], [-0.796, 0.603, -5.476], [-1.754, 0.267, -4.583], [2.423, 1.750, -5.266], [2.155, 1.687, -7.732], [0.052, 0.931, -8.733], [-1.854, 0.238, -7.314], [-3.064, 1.440, -2.116], [-3.047, 0.918, -0.721], [-4.407, 0.596, -0.321], [-2.433, 1.847, 0.234], [-2.179, -0.302, -0.674]], "atomic_forces_ev_per_a": [[6.80, -4.09, 1.66], [0.03, 0.08, 0.06], [0.03, 0.02, -0.74], [-0.15, -0.09, 0.07], [-0.03, 0.21, 0.16], [-0.11, 0.03, 0.60], [0.30, -0.25, 0.38], [0.30, -0.20, -0.24], [-0.08, -0.21, -0.47], [-0.12, 0.46, -0.03], [0.29, -0.01, 0.19], [0.39, 0.10, 0.33], [-0.13, -0.61, 0.47], [-0.65, -0.24, -0.02], [0.42, 0.02, -0.97], [-0.15, 0.14, -0.31], [0.61, 0.45, -0.29], [-0.21, -0.07, 0.00], [-0.11, -0.20, -0.23], [-0.19, 0.07, 0.13], [-0.13, -0.11, 0.14], [-0.50, -0.23, 0.19], [0.24, -0.63, -0.21], [0.42, -0.03, -0.64], [0.48, 0.60, 0.80], [-0.19, 0.30, 0.01], [-0.57, 0.15, 0.69], [0.14, -0.05, -0.07], [-0.04, 0.14, -0.23], [0.28, 0.04, -0.20], [-0.67, 0.02, -0.10], [-0.21, 0.16, -0.05], [0.18, -0.05, -0.13], [-0.08, -0.05, -0.10], [-0.06, 0.03, -0.07], [0.01, 0.03, -0.13], [0.13, -0.02, 0.04], [0.00, 0.11, 0.01], [0.01, 0.04, -0.10], [-0.09, -0.06, 0.01], [0.11, -0.05, 0.03], [0.16, -0.01, -0.07], [0.14, -0.06, 0.19], [0.08, -0.28, 0.18], [-0.11, -0.13, 0.16], [0.03, 0.11, 0.14], [0.19, 0.01, -0.02], [0.08, 0.10, 0.07], [0.16, 0.19, 0.09], [-0.11, 0.07, 0.18], [0.05, 0.09, -0.07], [0.04, -0.09, 0.10], [0.11, -0.01, -0.12], [0.09, -0.12, 0.13], [0.14, 0.15, -0.04], [0.01, -0.17, -0.08], [-0.14, -0.05, -0.07], [-0.17, 0.02, 0.01], [-0.21, -0.06, 0.06], [0.02, 0.07, 0.30], [0.13, -0.01, 0.12], [-0.01, -0.14, -0.02], [-0.17, 0.07, 0.10], [-0.08, -0.12, 0.02], [0.00, 0.05, 0.08], [-0.03, -0.14, 0.03], [-0.13, -0.03, 0.04], [0.19, 0.07, -0.03], [-0.01, -0.04, 0.06], [-0.23, 0.04, -0.06], [0.44, 0.05, -0.42], [0.04, -0.08, 0.04], [-0.08, 0.10, -0.01], [1.48, 1.39, 1.63], [-0.24, -0.41, -0.10], [-0.42, -0.31, -0.21], [0.84, 1.73, 1.88], [-0.66, 3.61, -1.24], [-0.48, -0.03, -0.16], [-0.11, 0.35, 0.08], [0.33, -0.22, -0.25], [-0.49, 1.03, -1.06], [0.52, 0.97, 0.44], [0.10, -0.12, 0.06], [-0.13, 0.04, -0.08], [-0.05, 0.05, -0.05], [-0.09, 0.11, -0.05], [-0.01, 0.00, 0.12], [0.02, -0.10, 0.05], [0.03, -0.05, -0.12], [-0.02, 0.01, 0.00], [-0.03, 0.03, 0.08], [1.44, -1.26, -3.00], [0.63, 0.05, -0.21], [-0.58, -0.30, 0.63], [0.48, 0.17, -0.54], [0.60, 0.18, 0.48], [-0.69, -0.26, -0.18], [0.03, 0.02, -0.76], [0.08, -0.03, 0.74], [-0.80, -0.08, -0.76], [0.07, 0.02, 0.05], [0.00, 0.01, 0.04], [-0.08, -0.01, 0.01], [-0.04, -0.01, 0.04], [-0.40, -0.22, 0.74], [-5.10, -1.85, -0.40], [0.02, 0.16, -0.01], [-1.41, 0.77, 0.64], [-2.17, -0.99, -0.28]], "mulliken_charge": [2.324, -2.128, 1.843, -1.602, -1.834, 0.643, -0.100, -1.623, -0.225, 0.798, 0.096, -1.201, -0.362, 0.678, -0.126, -0.206, 1.476, -1.447, -2.303, -1.725, 0.311, -1.834, -0.210, 1.138, -0.774, 0.041, 1.888, -1.588, -2.110, -1.578, -0.009, -0.170, 0.660, 0.089, 0.425, 0.486, 0.385, 0.221, 0.446, 0.398, 0.397, 0.482, 0.613, -0.271, 0.578, 0.505, 0.418, 0.313, 0.517, 0.397, 0.500, 0.509, 0.299, 0.354, 0.474, 0.575, 0.525, 0.341, 0.504, 0.105, 0.307, 0.400, 0.475, 0.242, 0.473, 0.427, -0.677, 1.211, -0.864, -0.371, -0.355, -0.079, -0.906, 1.170, -0.821, -0.816, -0.506, 0.379, -0.452, -0.425, -0.971, 0.296, 0.156, 0.223, 0.238, 0.298, 0.413, 0.617, 0.182, 0.379, 0.405, 0.098, -0.261, -0.119, 0.352, -0.782, -0.618, -0.385, -0.967, 1.002, -0.952, 0.473, 0.372, 0.364, 0.446, -0.598, 1.604, -0.988, -0.442, -0.975], "total_charge": -2, "e_tot_ev": -190338.89836, "e_above_lowest_kj_mol": 459.0, "mol_weight_g_mol": 1093.6, "gap_ev": 6.5, "e_lumo_ha": 0.1497}